{
  "formula": "C3H5N2O2",
  "method": "wB97M-V/def2-TZVPD",
  "total_charge": 1,
  "relative_energy_kj_mol": 337.3,
  "homo_energy_ev": -14.37,
  "orbital_gap_ev": 9.39,
  "total_energy_ha": -376.907675,
  "elements": ["C", "C", "C", "N", "N", "O", "O", "H", "H", "H", "H", "H"],
  "coordinates": [[1.319, -1.730, 0.566], [0.310, 0.634, 0.389], [-0.890, 1.422, -0.155], [1.191, -0.240, 0.729], [0.254, -2.203, -0.063], [0.332, 1.959, 0.472], [-0.991, 1.457, -1.473], [-1.762, 1.349, 0.568], [2.015, 0.149, 1.167], [0.384, -3.258, -0.123], [-0.522, -1.625, -0.351], [-1.639, 2.084, -1.725]],
  "atomic_forces_ev_per_a": [[-1.4, 0.6, -0.6], [-1.1, 2.4, -0.6], [0.6, -3.1, 1.9], [0.0, -0.3, -0.2], [2.7, -1.2, 1.4], [0.2, -1.1, 0.2], [0.9, -0.5, 0.7], [0.8, 0.8, -1.3], [0.3, 0.1, 0.1], [-1.3, 1.9, -0.5], [-0.5, -0.7, -0.4], [-1.3, 1.2, -0.8]]
}

{
  "formula": "C19H28IN5O14S",
  "method": "wB97M-V/def2-TZVPD",
  "smiles": "CC[C@@H](I)c1ccc2c(c1)C(=O)C=C(S(C)(=O)=O)C2=O.C[N+](=O)[O-].C[N+](=O)[O-].C[N+](=O)[O-].C[N+](=O)[O-].C[N+](=O)[O-]",
  "total_charge": 0,
  "homo_energy_ev": -8.94,
  "orbital_gap_ev": 6.79,
  "total_energy_ha": -2762.748878,
  "elements": ["C", "C", "C", "I", "C", "C", "C", "C", "C", "C", "C", "O", "C", "C", "S", "C", "O", "O", "C", "O", "H", "H", "H", "H", "H", "H", "H", "H", "H", "H", "H", "H", "H", "C", "N", "O", "O", "H", "H", "H", "C", "N", "O", "O", "H", "H", "H", "C", "N", "O", "O", "H", "H", "H", "C", "N", "O", "O", "H", "H", "H", "C", "N", "O", "O", "H", "H", "H"],
  "coordinates": [[-0.056, -4.636, 0.885], [-0.080, -3.003, 0.744], [-0.904, -2.279, 1.962], [-1.986, -3.635, 3.295], [0.030, -1.295, 2.917], [1.670, -1.391, 3.040], [2.583, -0.351, 3.974], [1.748, 0.796, 4.795], [0.080, 0.873, 4.703], [-0.816, -0.150, 3.786], [-0.680, 2.076, 5.561], [-1.876, 1.967, 6.144], [0.164, 3.518, 5.627], [1.679, 3.443, 5.709], [2.565, 5.109, 5.718], [1.686, 6.149, 4.377], [4.059, 5.016, 5.285], [2.414, 5.759, 7.148], [2.468, 1.969, 5.746], [3.592, 1.735, 6.428], [0.587, -5.038, -0.036], [-1.144, -5.073, 0.717], [0.415, -4.971, 1.924], [1.044, -2.655, 0.635], [-0.584, -2.753, -0.309], [-1.699, -1.556, 1.450], [2.280, -2.219, 2.450], [3.750, -0.435, 4.005], [-1.981, -0.044, 3.764], [-0.443, 4.517, 5.568], [1.416, 5.360, 3.524], [0.670, 6.508, 4.836], [2.362, 7.003, 3.948], [6.819, 6.776, 5.359], [7.437, 7.560, 4.256], [8.568, 7.223, 3.888], [6.768, 8.490, 3.790], [7.514, 5.994, 5.670], [6.621, 7.465, 6.182], [5.894, 6.340, 4.976], [-3.545, -1.816, -2.751], [-2.715, -1.868, -1.517], [-3.127, -2.571, -0.587], [-1.674, -1.202, -1.517], [-4.426, -2.446, -2.611], [-3.836, -0.776, -2.909], [-2.933, -2.187, -3.575], [-3.555, -0.393, -7.105], [-3.600, -1.494, -6.105], [-4.575, -2.254, -6.144], [-2.655, -1.565, -5.311], [-4.444, -0.451, -7.735], [-3.533, 0.550, -6.555], [-2.650, -0.526, -7.701], [0.355, -2.320, -4.209], [0.310, -3.421, -3.210], [-0.665, -4.181, -3.248], [1.255, -3.492, -2.415], [-0.535, -2.378, -4.839], [0.377, -1.377, -3.659], [1.260, -2.453, -4.805], [-4.171, -5.052, -9.069], [-4.344, -3.808, -9.867], [-5.493, -3.517, -10.220], [-3.322, -3.159, -10.116], [-5.148, -5.519, -8.926], [-3.506, -5.713, -9.628], [-3.735, -4.769, -8.108]],
  "atomic_forces_ev_per_a": [[0.2, 0.1, -1.0], [0.1, -1.1, -0.7], [1.4, 2.5, -1.1], [0.2, 0.6, -0.4], [1.4, 2.1, 2.0], [-1.5, 2.5, 1.8], [-5.1, 0.6, 0.0], [-1.4, -1.5, -1.5], [0.7, -1.8, -1.5], [5.2, 0.3, 0.8], [-3.6, -0.4, 1.7], [7.4, 0.7, -3.8], [4.0, -1.7, 0.0], [-4.8, -0.8, -0.5], [4.3, 2.5, 3.3], [-1.3, -1.1, -0.8], [-5.2, -0.4, 0.8], [-0.3, -2.5, -5.4], [4.1, -1.5, 1.8], [-7.2, 1.8, -4.4], [-1.2, 0.8, 2.2], [2.3, 0.9, 0.7], [-1.1, 0.6, -2.4], [-2.4, -0.4, 0.6], [1.1, -0.4, 2.7], [1.6, -1.7, 1.4], [-1.6, 2.0, 1.4], [-2.6, 0.3, 0.0], [2.6, -0.3, 0.0], [1.3, -2.1, 0.3], [0.8, 1.8, 1.8], [2.1, -0.4, -0.8], [-1.1, -1.8, 1.3], [0.0, -0.3, 0.1], [0.6, 0.4, -0.6], [-1.6, 0.7, 0.3], [1.1, -1.2, 0.5], [-0.1, 0.3, -0.2], [-0.1, -0.1, -0.2], [0.1, 0.2, 0.2], [-0.2, -0.4, 0.3], [-0.1, -0.3, 0.8], [0.9, 1.2, -1.1], [-1.2, -0.8, 0.2], [0.3, 0.1, 0.1], [0.2, -0.1, 0.0], [-0.2, 0.1, 0.6], [-0.2, 0.2, -0.3], [-0.5, -0.7, 0.2], [1.7, 0.9, 0.4], [-1.1, 0.0, -1.7], [0.2, -0.1, 0.2], [0.1, -0.2, -0.1], [-0.1, 0.1, 0.2], [-0.2, 0.1, -0.3], [0.1, -0.7, 0.7], [1.3, 0.9, 0.3], [-1.5, -0.1, -1.1], [0.2, -0.1, 0.3], [0.1, -0.2, 0.0], [-0.1, 0.1, 0.2], [-0.2, -0.3, 0.1], [-0.4, 0.8, -0.6], [1.8, -0.2, 0.4], [-1.4, -0.7, 0.3], [0.2, 0.2, -0.1], [0.0, 0.2, 0.1], [0.0, 0.0, -0.2]]
}

{
  "formula": "C17H35InNO6",
  "method": "wB97M-V/def2-TZVPD",
  "s2": 1.763,
  "total_charge": 2,
  "homo_energy_ev": [-16.05, -15.89],
  "multiplicity": 2,
  "orbital_gap_ev": [8.26, 6.29],
  "total_energy_ha": -1364.242896,
  "elements": ["In", "C", "C", "O", "H", "H", "H", "H", "H", "C", "C", "O", "H", "H", "H", "H", "H", "C", "C", "C", "O", "C", "O", "O", "H", "H", "H", "H", "H", "H", "C", "C", "C", "C", "C", "C", "N", "O", "C", "C", "C", "H", "H", "H", "H", "H", "H", "H", "H", "H", "H", "H", "H", "H", "H", "H", "H", "H", "H", "H"],
  "coordinates": [[2.693, -0.036, -0.883], [2.203, -4.503, 1.007], [1.094, -3.817, 0.177], [1.622, -2.825, -0.660], [3.057, -4.931, 0.481], [1.769, -5.365, 1.513], [2.684, -3.859, 1.743], [0.334, -3.470, 0.877], [0.536, -4.573, -0.376], [-0.064, 3.345, 1.762], [0.991, 3.637, 0.675], [1.703, 2.546, 0.097], [-0.331, 4.058, 2.542], [0.267, 2.455, 2.295], [-1.039, 3.073, 1.357], [1.748, 4.204, 1.218], [0.473, 4.341, 0.025], [2.007, -1.793, 6.221], [1.511, -2.201, 4.823], [0.090, -1.788, 4.494], [0.201, -1.226, 3.194], [1.471, -0.884, 2.881], [1.806, -0.359, 1.887], [2.270, -1.397, 3.878], [1.466, -2.142, 7.101], [1.921, -0.711, 6.315], [3.074, -1.872, 6.427], [1.743, -3.217, 4.502], [-0.137, -0.962, 5.168], [-0.607, -2.625, 4.492], [-0.849, 0.817, -4.800], [-0.393, 1.434, -3.452], [-1.359, 2.647, -3.058], [-2.718, 2.277, -2.433], [-2.491, 1.443, -1.253], [-1.577, 0.111, -1.501], [-0.380, 0.394, -2.373], [0.395, -0.721, -2.632], [-1.078, -0.190, -0.105], [-2.467, -0.955, -2.020], [1.024, 2.076, -3.532], [-0.262, -0.085, -4.971], [-0.733, 1.461, -5.672], [-1.871, 0.444, -4.731], [-0.853, 3.425, -2.487], [-1.723, 3.007, -4.020], [-3.473, 1.754, -3.021], [-3.149, 3.241, -2.162], [-3.423, 1.096, -0.805], [-2.037, 2.046, -0.467], [-0.376, 0.570, 0.237], [-1.921, -0.158, 0.585], [-0.662, -1.193, -0.003], [-2.022, -1.863, -2.428], [-3.308, -1.158, -1.357], [-2.953, -0.536, -2.900], [1.831, 1.344, -3.504], [1.236, 2.707, -2.668], [1.154, 2.680, -4.429], [-0.119, -1.219, -3.271]],
  "atomic_forces_ev_per_a": [[0.1, -0.2, 0.7], [-0.1, -0.5, 0.1], [2.4, -0.2, 0.6], [-1.2, -0.4, 0.5], [-0.3, 0.2, -0.7], [-0.1, 0.1, 0.3], [-0.4, 0.3, 0.1], [-0.3, 0.8, -0.1], [0.0, 0.0, -0.8], [-0.6, -2.4, 0.3], [1.1, 1.2, 1.1], [-1.9, 0.8, 0.4], [0.9, 0.7, -0.5], [0.0, -0.1, 0.2], [0.1, -0.1, -0.4], [0.2, 0.2, -0.1], [0.3, -0.5, -1.1], [0.0, 0.9, 0.2], [1.2, 0.2, 0.3], [0.7, 0.3, 0.7], [-0.4, 0.6, -1.5], [-0.6, -3.4, 4.1], [0.8, 1.3, -2.1], [0.1, 1.3, -1.6], [-0.2, -0.6, -0.4], [-0.5, 0.3, -0.4], [0.0, -0.9, -0.5], [-0.1, -0.2, 0.5], [-0.7, -0.3, 0.1], [-0.1, 0.4, 0.0], [0.2, -1.5, 0.8], [0.2, 2.6, 0.6], [-1.1, -1.7, -1.3], [0.4, 0.4, -0.1], [1.1, -1.2, 1.1], [-0.3, 2.7, 2.0], [-1.9, -0.6, -1.3], [-0.1, 1.5, 0.8], [0.5, -0.6, 0.6], [-0.9, -0.4, -2.3], [0.4, -0.6, 0.3], [0.3, 0.1, -0.4], [0.1, 0.3, 0.4], [-0.2, 0.4, 0.0], [0.0, -0.2, -0.1], [0.9, 0.6, -0.2], [0.4, 0.3, -0.9], [-0.3, -0.1, 0.1], [0.0, -0.3, -0.1], [0.4, -0.1, 0.1], [0.2, -0.1, 0.1], [-0.1, 0.1, -0.1], [0.3, 0.0, -0.1], [0.2, -0.2, 0.7], [0.5, -0.2, 0.3], [-0.3, 0.0, -0.2], [-0.1, -0.3, -0.4], [-0.4, 0.1, 0.0], [-0.3, -0.1, 0.0], [-0.2, -0.8, -0.5]]
}